Entry from OMol25: a structure of composition C4H5FeLiO2 (the ωB97M-V functional and the def2-TZVPD basis).

The HOMO energy (alpha / beta) comes out at -11.1 / -11.8 eV. For the total energy, the calculation gives -1576.67745 Ha. Its net charge is +1. Its relative energy (zero: lowest compared OMol25 entry of this formula, charge and spin) is 188.6 kJ/mol. Its spin multiplicity is 6. Its expectation value of S² is 8.77. The LUMO energy (alpha / beta) is -6.100 / -6.927 eV. As for the gap between HOMO and LUMO (alpha / beta): 5.040 / 4.883 eV.

```
13
Properties=species:S:1:pos:R:3:forces:R:3
Fe 2.782302 1.622479 -0.665982 -0.34 -0.34 0.58
O -1.353835 1.136495 -0.572785 -1.33 0.68 0.06
O 0.228934 1.079756 0.938490 4.32 -0.94 -1.93
C -0.527293 -0.996294 0.027906 -0.54 -0.70 0.00
C 0.996562 -0.947308 -0.092062 0.74 0.10 -0.33
C -0.945691 0.407537 0.475986 -1.92 -0.23 0.88
C 1.260106 0.548646 -0.106372 -2.84 0.36 2.83
Li -1.750304 2.770218 -1.090605 -0.05 -0.94 0.31
H -0.892334 -1.752339 0.736454 0.45 0.11 -0.11
H 1.374263 -1.462291 -0.988116 -0.07 0.23 0.20
H 1.472716 -1.431137 0.780082 -0.06 0.36 -0.23
H -0.986449 -1.237270 -0.942536 0.13 0.34 0.35
H -1.658978 0.261513 1.499541 1.52 0.97 -2.61
```
Forces are in eV/Å.